A 15-piece molecular cluster, C35H57Cl28N3O3S overall at a distorted geometry. Source: the Open Molecules 2025 dataset; level of theory: ωB97M-V/def2-TZVPD.

Output
LUMO (eV): 0.2347
Energy relative to the best compared isomer or geometry (same formula, charge and spin) (kJ/mol): 74.76
Maximum force (eV/Å): 2.02
Electronic energy (eV): -409293.56888
Frontier orbital gap (eV): 8.411

Positions of all 127 atoms, in Å:
C1 -2.109 -1.974 -1.862
C2 -1.434 -0.991 -0.866
C3 -1.320 0.467 -1.426
N1 -1.334 1.367 -0.273
C4 -0.889 2.725 -0.549
C5 -1.044 3.109 -2.011
N2 -1.330 3.258 -3.128
C6 0.637 2.802 -0.164
O1 0.813 2.098 1.050
C7 1.501 2.807 2.008
C8 1.292 4.127 2.333
C9 2.018 4.768 3.327
C10 1.724 6.245 3.582
C11 2.965 4.069 4.035
C12 3.178 2.727 3.719
C13 2.462 2.095 2.732
C14 2.722 0.612 2.464
C15 3.427 0.344 1.115
C16 1.458 -0.257 2.692
C17 -1.794 3.758 0.230
S1 -1.272 5.504 -0.111
C18 -1.816 3.490 1.692
N3 -1.663 3.225 2.813
C19 -3.288 3.661 -0.293
C20 -4.350 3.984 0.765
O2 -4.233 5.312 1.311
C21 -4.438 5.283 2.663
O3 -5.072 6.125 3.231
H1 -1.578 -2.929 -1.834
H2 -3.163 -2.105 -1.587
H3 -2.060 -1.512 -2.858
H4 -1.957 -0.945 0.102
H5 -0.411 -1.309 -0.614
H6 -2.154 0.623 -2.132
H7 -0.339 0.509 -1.916
H8 -2.221 1.352 0.214
H9 1.064 3.809 -0.176
H10 1.175 2.230 -0.939
H11 0.551 4.722 1.801
H12 0.711 6.330 3.992
H13 2.497 6.628 4.261
H14 1.821 6.831 2.661
H15 3.530 4.543 4.837
H16 3.915 2.183 4.309
H17 3.434 0.307 3.248
H18 4.051 -0.567 1.226
H19 4.137 1.160 0.910
H20 2.731 0.175 0.283
H21 1.336 -0.461 3.764
H22 1.518 -1.199 2.127
H23 0.532 0.238 2.372
H24 -1.725 5.705 -1.370
H25 -3.516 2.647 -0.657
H26 -3.404 4.345 -1.138
H27 -5.320 3.969 0.243
H28 -4.441 3.213 1.546
H29 -4.014 4.466 3.281
C22 -0.512 -6.099 -2.866
Cl1 0.760 -4.872 -2.860
Cl2 -2.086 -5.395 -2.475
H30 -0.565 -6.543 -3.850
H31 -0.273 -6.855 -2.129
C23 1.950 4.857 -3.157
Cl3 3.045 3.797 -2.273
Cl4 1.758 6.403 -2.321
H32 2.351 5.038 -4.148
H33 0.981 4.375 -3.231
C24 5.657 -2.732 2.959
Cl5 3.913 -2.633 2.680
Cl6 6.492 -1.251 2.457
H34 5.827 -2.888 4.016
H35 6.052 -3.563 2.392
C25 -8.314 4.692 -0.975
Cl7 -9.102 4.938 -2.536
Cl8 -7.716 3.034 -0.805
H36 -7.476 5.376 -0.894
H37 -9.031 4.887 -0.186
C26 -2.277 0.099 4.495
Cl9 -1.053 -0.948 5.223
Cl10 -2.443 -0.205 2.759
H38 -3.230 -0.091 4.976
H39 -1.985 1.134 4.641
C27 2.933 -8.445 -3.865
Cl11 1.182 -8.372 -4.104
Cl12 3.712 -6.943 -4.369
H40 3.133 -8.609 -2.812
H41 3.335 -9.262 -4.453
C28 0.884 -4.688 4.597
Cl13 1.545 -3.335 5.524
Cl14 0.088 -4.134 3.119
H42 1.699 -5.353 4.322
H43 0.160 -5.212 5.211
C29 0.300 9.393 1.086
Cl15 0.523 9.299 2.837
Cl16 1.705 8.761 0.217
H44 -0.571 8.806 0.815
H45 0.153 10.430 0.807
C30 5.588 -6.532 3.986
Cl17 6.879 -5.325 4.021
Cl18 4.009 -5.788 4.290
H46 5.571 -7.000 3.007
H47 5.782 -7.276 4.749
C31 -8.988 -0.299 0.028
Cl19 -10.166 -1.617 0.009
Cl20 -7.332 -0.908 -0.067
H48 -9.173 0.348 -0.822
H49 -9.104 0.260 0.951
C32 5.704 -3.856 -5.830
Cl21 7.192 -4.008 -6.772
Cl22 6.010 -3.168 -4.230
H50 5.016 -3.209 -6.362
H51 5.267 -4.838 -5.706
C33 2.747 -4.864 -8.687
Cl23 3.804 -5.920 -7.742
Cl24 2.554 -3.282 -7.922
H52 3.179 -4.726 -9.672
H53 1.772 -5.332 -8.771
C34 7.431 -4.193 -0.528
Cl25 6.114 -5.019 -1.363
Cl26 7.980 -5.120 0.876
H54 8.259 -4.070 -1.217
H55 7.082 -3.222 -0.190
C35 -10.075 -4.580 -2.771
Cl27 -11.254 -5.897 -2.791
Cl28 -8.420 -5.193 -2.862
H56 -10.257 -3.934 -3.622
H57 -10.191 -4.021 -1.848